Density functional theory data (wB97M-V/def2-TZVPD) for a molecular structure, C12H27Hg2NO6S in a non-equilibrium geometry.

The LUMO energy comes out at -10.90 eV. The calculation puts the HOMO-LUMO gap at 0.0679 hartree. Its net charge is +2. The calculation puts the calculated total energy at -45817.4627 eV. Its spin multiplicity is 1.

Each line ends with the Mulliken charge.
Positions of all 49 atoms, in Å:
1 Hg -2.63448 1.26606 -4.05412  1.1363
2 Hg 1.04562 0.75725 -4.78113  1.5605
3 S 3.73181 -0.80011 -2.67473  0.7942
4 O -0.83328 2.00726 -5.50315  -0.7410
5 O -1.70823 3.28857 -7.11598  -0.4117
6 O 0.34520 3.60225 -6.32485  -0.5711
7 O -0.73414 0.33814 -3.11886  -0.7648
8 O 2.66948 -0.07769 -3.30361  -0.5340
9 O 4.64766 -1.62583 -3.40755  -0.5623
10 N -2.39576 -0.68930 3.49056  0.1804
11 C -1.71917 -0.78223 2.18533  -0.2472
12 C -4.71334 -0.31533 2.60904  -1.1041
13 C -3.77975 -1.22726 3.44841  -0.4661
14 C 4.67134 0.47617 -1.67988  -0.7883
15 C -1.29732 -2.24912 2.01294  -1.4270
16 C 3.23125 -1.65684 -1.11206  -0.4482
17 C -2.40752 0.55152 4.25267  -0.3736
18 C 4.45544 -1.53041 -0.06383  -0.6056
19 C -0.57176 0.58106 -1.71067  -0.4028
20 C 5.42538 -0.37575 -0.58145  -0.7431
21 C -0.76131 3.05893 -6.19276  0.7372
22 C -1.11515 1.32538 4.45080  -1.2854
23 H -5.13620 -0.91076 1.79987  0.2713
24 H 6.36938 -0.70440 -1.01615  0.3372
25 H 4.00441 1.22269 -1.24860  0.3425
26 H -2.37167 -0.50992 1.35575  0.1644
27 H -4.20611 -1.06193 4.43785  0.3124
28 H -2.90454 0.63034 5.21955  0.4283
29 H -1.22395 2.39585 4.62503  0.3926
30 H -2.24907 -2.75080 1.83805  0.3531
31 H 0.45500 0.54473 -1.34660  0.0642
32 H -0.94499 -2.77277 2.90162  0.3850
33 H -5.58949 0.00457 3.17306  0.3323
34 H 4.25248 -1.17740 0.94726  0.3238
35 H -0.82097 -0.16803 2.12125  0.3619
36 H -1.49704 4.02463 -7.69496  0.3641
37 H -0.75055 -2.48239 1.09931  0.3559
38 H 5.23735 1.07539 -2.39310  0.4858
39 H 4.88144 -2.51503 0.12889  0.3186
40 H -0.54205 0.79801 5.21339  0.3091
41 H -1.10648 -0.21629 -1.19453  0.3024
42 H 3.03309 -2.64684 -1.52282  0.5055
43 H 2.28721 -1.24164 -0.75922  0.1245
44 H -3.09634 1.18379 3.69244  0.3436
45 H 5.93919 0.22157 0.17175  0.4606
46 H -4.17719 0.55131 2.22228  0.3764
47 H -3.90449 -2.29500 3.26818  0.4474
48 H -0.91990 1.55665 -1.37139  0.2969
49 H -0.57060 1.32103 3.50659  0.3076



Density functional theory data (wB97M-V/def2-TZVPD) for a molecular structure, C12H27Hg3NO12 in a non-equilibrium geometry.

The LUMO energy (spin up / spin down) comes out at -4.81 / -5.30 eV. The calculation puts the HOMO-LUMO gap (spin up / spin down) at 0.2226 / 0.2235 hartree. Its net charge is +1. The calculation puts the calculated total energy at -51447.4250 eV. Its spin multiplicity is 2.

Each line ends with the Mulliken charge.
Positions of all 55 atoms, in Å:
1 Hg 1.90026 -2.75613 -0.90720  0.8244
2 Hg -1.21387 -2.34469 -3.01024  1.5843
3 Hg -0.88642 -0.84011 0.62357  1.6925
4 O -1.79643 -0.91655 -5.12279  -0.5068
5 O -1.75832 -2.60189 -0.55087  -1.0056
6 O -0.82012 -0.55251 5.36481  -0.3561
7 O -0.12325 -3.13290 0.41978  -0.8853
8 O -0.06138 -3.05764 -4.86300  -0.4995
9 O -0.32892 -3.71723 -1.46486  -0.8939
10 O 0.87779 -1.38182 -2.61605  -0.9732
11 O 0.72523 2.75047 2.68133  -0.3544
12 O -1.22298 3.36660 -0.97906  -0.4921
13 O 0.98044 -0.47186 -0.73044  -0.9088
14 O -0.53156 -0.25858 -2.03523  -1.0081
15 O -1.64417 1.80426 -3.44120  -0.5613
16 N 0.18026 -0.20577 2.67912  0.0216
17 C 1.47815 0.43318 2.65097  -0.8640
18 C 0.69054 -0.36742 -1.92804  1.2827
19 C 1.59161 1.82550 2.00979  0.0460
20 C -0.60614 -0.95411 -5.99958  -0.2552
21 C 0.33691 -1.32103 4.95417  -0.7299
22 C -1.25583 -0.85376 6.57915  -0.8265
23 C 0.22214 -1.46127 3.40785  -0.5891
24 C -0.34041 3.22083 -2.09431  -0.3893
25 C -0.99695 3.05267 -3.51150  -0.2182
26 C -0.20521 -2.48137 -6.16079  -0.6176
27 C -0.91971 -3.50130 -0.43202  1.1711
28 C 1.49535 3.20018 3.84641  -0.7980
29 H 2.14492 -0.22431 2.09310  0.4365
30 H 2.31725 3.90433 3.71699  0.3455
31 H 2.00422 2.49036 4.49856  0.2734
32 H 0.88832 3.85213 4.47456  0.3319
33 H 1.10873 1.67381 1.04442  -0.3717
34 H -0.27709 0.28788 3.43228  0.2845
35 H -1.00906 -3.04576 -6.63343  0.2791
36 H 2.57608 2.18012 1.70459  0.4182
37 H 1.05615 -1.96609 2.92032  0.4745
38 H 0.69354 -2.50370 -6.77710  0.3942
39 H -0.15967 2.98520 -4.20613  0.2142
40 H 0.31733 4.08828 -2.14937  0.4625
41 H -1.68273 3.80084 -3.90903  0.3732
42 H 0.88323 -3.15466 -4.72196  0.2830
43 H -2.08258 -0.00187 -5.06715  0.2877
44 H -1.95321 -0.17995 7.07688  0.2489
45 H -1.19538 1.16748 -2.88023  0.2454
46 H 1.93665 0.48277 3.63860  0.3567
47 H -0.69290 -2.04445 3.30437  0.2936
48 H 0.26454 -2.32691 5.36780  0.4986
49 H -0.75910 -0.31677 -6.87050  0.5107
50 H -0.52169 -1.04449 7.36194  0.3369
51 H -1.64264 4.22796 -1.03862  0.2763
52 H -1.81547 -1.77716 6.43006  0.3403
53 H 0.34260 -0.53054 -5.67005  0.2046
54 H 1.28205 -0.85055 5.22519  0.3247
55 H 0.20891 2.35028 -1.73585  -0.0131



Density functional theory data (wB97M-V/def2-TZVPD) for a molecular structure, C12H27MnO18S3 in a non-equilibrium geometry.

As for the energy above the lowest of the compared OMol25 structures with the same formula, charge and spin: 140.8 kcal/mol. The LUMO energy (spin up / spin down) comes out at 1.90 / 1.90 eV. The calculation puts the HOMO-LUMO gap (spin up / spin down) at 0.2036 / 0.2034 hartree. Its net charge is -1. The calculation puts the calculated total energy at -113562.0403 eV. Its spin multiplicity is 6.

Each line ends with the Mulliken charge.
Positions of all 61 atoms, in Å:
1 Mn -0.17869 -0.88319 0.35665  1.7439
2 S -1.61085 -0.25513 -2.79336  0.8672
3 S 2.71519 0.95147 -1.09462  0.9732
4 S -2.01752 2.14035 0.71917  0.7737
5 O 3.04964 -3.68549 -0.46513  -0.4925
6 O -0.76790 -0.97158 -4.06829  -0.0636
7 O 1.28106 -4.41569 0.56702  -0.7204
8 O 3.87927 1.63470 -0.15768  -0.4321
9 O 1.09223 -2.74977 3.22559  -0.6432
10 O -1.46043 0.78365 0.88897  -0.1037
11 O -1.80644 -2.08696 0.89778  -0.9191
12 O -1.80837 2.97849 2.16618  -0.2978
13 O 1.54334 0.48392 -0.27564  0.1156
14 O -1.50290 -3.81489 1.85152  -0.6799
15 O -1.55382 2.97690 -0.38531  -0.6668
16 O 2.49435 1.71666 -2.30887  -0.6698
17 O 1.19047 -2.40882 -0.22640  -0.6550
18 O 1.55880 -0.95020 4.41631  -0.6303
19 O 0.68073 -0.82307 2.37942  -0.2271
20 O -1.01764 -0.57417 -1.47419  -0.1763
21 O -3.43460 -2.86321 2.10296  -0.4677
22 O -3.08385 -0.29793 -2.98653  -0.6749
23 C 3.79066 -0.56765 -1.59966  -1.0084
24 C 3.31554 1.75792 2.28258  -0.8937
25 C -2.07976 3.25137 4.54190  -1.3213
26 C 1.79288 -3.47741 -0.08422  0.4331
27 C -1.92788 2.21912 3.37239  0.1528
28 C -1.17136 -2.36246 -5.94375  -1.1730
29 C -3.84965 2.07527 0.65831  -0.9932
30 C -1.03159 1.47038 -3.11853  -0.5044
31 C -1.37860 -0.98745 -5.34642  -0.3461
32 C 1.14047 -1.54902 3.28414  0.3398
33 C 4.21689 1.14934 1.16812  -0.2391
34 C -2.27747 -2.91866 1.60510  0.4590
35 H -4.25992 3.07888 0.77029  0.3999
36 H -2.44790 -0.78827 -5.27551  0.4144
37 H -0.95807 1.73091 -4.17438  0.3881
38 H 3.27666 -1.37333 -2.12385  0.2595
39 H 4.44299 -0.80542 -0.75941  0.3192
40 H 4.47459 -0.18744 -2.35847  0.4456
41 H -0.94296 -2.14197 -6.98649  0.3420
42 H 4.20050 0.06468 1.27462  0.1710
43 H -3.38801 -3.75702 2.45014  0.2922
44 H 1.31910 -0.10809 4.02261  0.2867
45 H 5.26731 1.35774 1.37134  0.4349
46 H -4.33791 1.36326 1.32370  0.3409
47 H 2.24125 1.78096 2.09963  0.0301
48 H 3.21594 -4.37037 0.18669  0.2823
49 H -1.24591 3.94586 4.43953  0.2994
50 H -2.65286 1.40550 3.34951  0.4428
51 H -0.95567 1.80954 3.64654  0.0266
52 H 3.62028 2.75739 2.59285  0.4030
53 H -4.12421 1.62114 -0.29378  0.3557
54 H -1.68696 2.13635 -2.55722  0.2331
55 H -2.15311 2.97481 5.59368  0.3687
56 H -0.96903 -0.21596 -5.99845  0.3277
57 H 3.58932 1.24280 3.20334  0.3463
58 H -0.24868 -2.81696 -5.58292  0.3062
59 H -2.03807 -3.02054 -6.00575  0.2837
60 H -2.97529 3.82217 4.29630  0.3176
61 H -0.04566 1.54632 -2.65997  0.0235



Density functional theory data (wB97M-V/def2-TZVPD) for a gas-phase ion, C12H27N2 (charge +1) in a non-equilibrium geometry.

As for the energy above the lowest of the compared OMol25 structures with the same formula, charge and spin: 76.9 kcal/mol. The LUMO energy comes out at -2.18 eV. The calculation puts the HOMO-LUMO gap at 0.3748 hartree. Its net charge is +1. As for the SMILES: C=C(N(CC)CC)[NH+](C(C)C)C(C)C. The calculation puts the calculated total energy at -15852.4806 eV. Its spin multiplicity is 1.

Each line ends with the Mulliken charge.
Positions of all 41 atoms, in Å:
1 N 1.28337 0.08257 0.08159  0.4037
2 N -1.16917 -0.07980 -0.01119  0.4529
3 C -2.16225 0.99906 0.02013  0.6008
4 C 2.83056 2.03992 -0.40451  -1.1905
5 C 3.31802 -1.40380 -0.29006  -1.4511
6 C -1.63704 -1.45786 0.18410  0.0690
7 C -1.72711 1.98109 1.11113  -1.7388
8 C 0.14670 0.13759 2.21921  -0.9830
9 C -0.45624 -2.44566 -0.06976  -1.4264
10 C -2.42523 1.63319 -1.29064  -1.3007
11 C 1.65390 1.15888 -0.95644  -0.5959
12 C 0.22754 0.14030 0.89689  -0.0921
13 C 2.45885 -0.62369 0.65253  -1.0164
14 C -2.73384 -1.99773 -0.82020  -1.2630
15 H -3.69955 -1.56652 -0.55743  0.3625
16 H 2.68326 -2.10692 -0.98898  0.2271
17 H 0.17707 -2.78906 0.66396  0.3350
18 H 0.15321 -1.99142 -0.79364  0.3346
19 H 1.11504 0.29918 2.73110  0.3249
20 H 1.93927 0.70555 -1.87891  0.4380
21 H -1.04931 -3.34829 -0.29920  0.3823
22 H 1.97911 -1.22691 1.45098  0.5366
23 H 3.97196 -2.11560 0.30223  0.3766
24 H 3.79364 1.45687 -0.53272  0.2614
25 H -0.75823 2.46208 0.97396  0.3416
26 H -1.57885 1.38670 -2.08303  0.2721
27 H 3.04909 2.97524 -1.10944  0.3530
28 H 3.00549 0.08602 1.19559  0.6560
29 H -1.97566 -1.38427 1.19051  0.4472
30 H -2.72740 -3.12094 -0.89246  0.3924
31 H 0.80435 1.76179 -1.04262  0.4449
32 H 2.57947 2.27509 0.57414  0.3937
33 H -2.38542 2.81945 1.05420  0.5285
34 H -3.16408 0.52032 0.34827  0.2047
35 H -2.45432 -1.76302 -1.82885  0.4193
36 H -2.63850 2.64806 -1.11254  0.3941
37 H -3.30109 1.20793 -1.80897  0.3639
38 H 3.92772 -0.87550 -0.89736  0.4241
39 H -0.59196 -0.01403 -0.89545  0.5398
40 H -1.74284 1.71363 2.10402  0.4572
41 H -0.71953 -0.17947 2.80984  0.3201



Density functional theory data (wB97M-V/def2-TZVPD) for C12H27N5 in the gas phase in a non-equilibrium geometry.

The LUMO energy comes out at 0.68 eV. The calculation puts the HOMO-LUMO gap at 0.3086 hartree. Its net charge is 0. As for the SMILES: CC(C)=CCN/C(N)=N/CCCNCCCN. The calculation puts the calculated total energy at -20328.3090 eV. Its spin multiplicity is 1.

Each line ends with the Mulliken charge.
Positions of all 44 atoms, in Å:
1 N 2.28772 2.04871 0.55502  -0.1976
2 N 4.09619 -0.32583 2.00334  -0.6649
3 N -0.15141 -1.35060 -1.59859  -0.5241
4 N -1.77730 0.07123 -1.89272  -0.1146
5 N 0.18088 0.56843 -2.82486  -0.6084
6 C -3.71512 -1.09326 -1.07161  -0.4424
7 C 2.14154 1.48931 -1.87089  -0.7007
8 C 1.75416 1.17379 -0.48186  -0.2161
9 C 1.67037 0.48569 -2.97966  -1.2165
10 C -5.55863 -2.78545 -0.56383  -1.3347
11 C 1.98481 1.85355 2.07258  -0.7081
12 C -4.32908 -1.96067 -0.20199  1.0213
13 C -2.54077 -0.32622 -0.62516  -0.9133
14 C -0.52204 -0.28005 -2.16520  0.6404
15 C -3.99254 -1.99171 1.26318  -1.5556
16 C 3.18724 1.87841 3.02771  -0.7386
17 C 4.42270 0.95743 2.65790  -0.2536
18 H 1.96525 -0.43191 -2.73291  0.6055
19 H -0.86552 -1.72660 -0.94500  0.1919
20 H 1.39782 2.72526 2.33291  0.4245
21 H 0.87061 -1.18165 -1.35060  0.2004
22 H -5.43756 -3.93481 -0.51668  0.2772
23 H 1.79226 2.41611 -2.17935  0.4222
24 H -3.65352 -1.10314 1.61759  0.4611
25 H -5.71263 -2.56168 -1.61888  0.3373
26 H 3.17779 1.53190 -1.93610  0.4464
27 H 0.63234 1.15521 -0.48392  0.2009
28 H -2.07815 0.83649 -2.43039  0.2485
29 H -3.22472 -2.82724 1.34748  0.2841
30 H 2.06599 3.03424 0.21450  0.2862
31 H -4.85050 -2.26918 1.88049  0.3867
32 H 2.02886 0.82477 -3.91975  0.4236
33 H 3.51772 -0.17635 1.15702  0.1407
34 H 4.91261 1.67018 1.94015  0.2237
35 H -1.95940 -1.01392 -0.05177  0.4561
36 H 2.74633 1.56119 3.94897  0.3281
37 H -2.93768 0.57582 -0.03082  0.2575
38 H 4.90487 -0.92320 1.73438  0.2355
39 H -6.41379 -2.45082 -0.01920  0.3388
40 H 5.14054 0.86093 3.58464  0.3185
41 H 1.34925 1.04407 2.38978  0.3394
42 H 3.56668 2.90783 3.25982  0.3177
43 H 2.01006 0.13399 -0.41211  0.1047
44 H -4.08420 -1.09026 -2.08363  0.2704



- What is the calculated total energy in the second record?
  -51447.4250 eV